1.
The following is a DFT calculation (ωB97M-V/def2-TZVPD) of a cluster of 2 separate species, C3H9NO3S2 in total at a distorted geometry.

Geometry as ORCA input:
```
! wB97M-V def2-TZVPD RIJCOSX def2/J DEFGRID3
* xyz 0 1
C 2.19454 0.56567 -0.56257
C 1.40694 0.44645 1.74586
C -2.92882 -0.38072 -1.22792
N 1.61594 -0.21527 0.48742
O -2.45445 1.60888 0.44660
O 0.29002 -1.40098 -1.39505
O 0.18915 -2.29229 0.92031
S -2.81583 0.18728 0.51146
S 0.20210 -1.14374 0.03422
H 1.52170 1.34838 -0.93361
H 3.10422 1.04381 -0.19615
H 2.44204 -0.10492 -1.38387
H 0.86740 -0.23674 2.39789
H 2.37268 0.67791 2.20218
H 0.84307 1.38101 1.64299
H -1.95536 -0.72882 -1.57204
H -3.25956 0.44599 -1.84854
H -3.63578 -1.20189 -1.26918
*
```

Output
LUMO energy (spin up / spin down) = -0.036 / -0.083 hartree
relative energy (zero: lowest compared OMol25 entry of this formula, charge and spin) = 174.5 kJ/mol
HOMO-LUMO gap (spin up / spin down) = 8.428 / 6.623 eV

=====

2.
The following is a DFT calculation (ωB97M-V/def2-TZVPD) of a structure of composition C3H9NO5 at a distorted geometry.

Geometry as ORCA input:
```
! wB97M-V def2-TZVPD RIJCOSX def2/J DEFGRID3
* xyz 0 1
C 1.02585 1.52854 -0.29196
N 1.10390 -0.90622 -1.12262
O 1.20875 0.22521 0.19025
O 2.27656 -0.80867 -1.79568
O 1.08446 -2.07282 -0.51075
H 2.93568 -1.34765 -1.31412
H 0.21810 -2.00046 0.21105
H 0.17087 1.58589 -0.97932
H 0.81879 2.19169 0.55384
H 1.90662 1.89480 -0.83002
C -2.33382 0.37873 0.14031
C -0.59640 -0.44112 1.48882
O -1.45942 0.53014 1.27793
O -0.76226 -1.58297 1.02247
H 0.05772 -0.21961 2.33234
H -1.74629 0.25467 -0.76979
H -2.97264 -0.49281 0.27885
H -2.93647 1.28268 0.11841
*
```

Output
LUMO energy = 0.031 hartree
relative energy (zero: lowest compared OMol25 entry of this formula, charge and spin) = 531.9 kJ/mol
HOMO-LUMO gap = 10.030 eV

=====

3.
The following is a DFT calculation (ωB97M-V/def2-TZVPD) of an isolated molecule of C3H9NOS at a distorted geometry.

Geometry as ORCA input:
```
! wB97M-V def2-TZVPD RIJCOSX def2/J DEFGRID3
* xyz 0 1
C -0.47957 0.03941 0.42233
C -0.23016 -1.01163 -0.70578
C 0.62635 1.08956 0.44061
H -1.45245 -1.12479 1.75004
H -0.57117 -0.01633 2.47344
H -1.42058 0.50202 0.28387
H -1.19062 -1.41618 -1.02087
H 0.26245 -1.88397 -0.31938
H 0.61360 -1.17193 -2.42384
H 0.56133 1.57582 1.40820
H 1.59924 0.59770 0.42609
H 1.14822 1.58417 -1.83678
N -0.56667 -0.68406 1.74920
O 0.52793 -0.43786 -1.79351
S 0.57211 2.35809 -0.85362
*
```

Output
LUMO energy = 0.028 hartree
relative energy (zero: lowest compared OMol25 entry of this formula, charge and spin) = 112.7 kJ/mol
HOMO-LUMO gap = 9.508 eV

=====

4.
The following is a DFT calculation (ωB97M-V/def2-TZVPD) of an isolated molecule of C3H9NOS at a distorted geometry.

Geometry as ORCA input:
```
! wB97M-V def2-TZVPD RIJCOSX def2/J DEFGRID3
* xyz 0 1
C 1.09966 -0.65496 0.86721
O 1.53838 -1.91008 0.31931
C 0.09087 -0.05164 -0.13420
C -0.43153 1.41652 0.14599
S -1.25133 2.06611 -1.43747
N -1.05789 -0.93215 -0.40796
H 0.66539 -0.78728 1.87054
H 1.95378 0.02711 0.98253
H 1.84096 -1.68132 -0.56756
H 0.68024 0.01461 -1.06882
H 0.40598 2.13249 0.22854
H -1.10929 1.34113 0.98203
H -2.55798 2.12349 -1.12178
H -1.09638 -1.49303 0.44619
H -0.77085 -1.61101 -1.10455
*
```

Output
LUMO energy = 0.029 hartree
relative energy (zero: lowest compared OMol25 entry of this formula, charge and spin) = 119.6 kJ/mol
HOMO-LUMO gap = 9.727 eV